# 1
{
  "formula": "C30H60O30",
  "method": "ωB97M-V/def2-TZVPD",
  "de_lowest_ev": 14.166,
  "smiles": "COC(=O)OC.COC(=O)OC.COC(=O)OC.COC(=O)OC.COC(=O)OC.COC(=O)OC.COC(=O)OC.COC(=O)OC.COC(=O)OC.COC(=O)OC",
  "total_charge": 0,
  "species": ["C", "O", "C", "O", "O", "C", "H", "H", "H", "H", "H", "H", "C", "O", "C", "O", "O", "C", "H", "H", "H", "H", "H", "H", "C", "O", "C", "O", "O", "C", "H", "H", "H", "H", "H", "H", "C", "O", "C", "O", "O", "C", "H", "H", "H", "H", "H", "H", "C", "O", "C", "O", "O", "C", "H", "H", "H", "H", "H", "H", "C", "O", "C", "O", "O", "C", "H", "H", "H", "H", "H", "H", "C", "O", "C", "O", "O", "C", "H", "H", "H", "H", "H", "H", "C", "O", "C", "O", "O", "C", "H", "H", "H", "H", "H", "H", "C", "O", "C", "O", "O", "C", "H", "H", "H", "H", "H", "H", "C", "O", "C", "O", "O", "C", "H", "H", "H", "H", "H", "H"],
  "positions_angstrom": [[25.0560, -0.3430, 23.6230], [25.8020, -0.7090, 22.4290], [27.0930, -0.1050, 22.3210], [27.6040, 0.4980, 23.2040], [27.7990, -0.2440, 21.2040], [29.0500, 0.4180, 20.9180], [23.9690, -0.5230, 23.5710], [24.9740, 0.8000, 23.6950], [25.3730, -1.1330, 24.3680], [29.1260, 0.2230, 19.7890], [29.8960, -0.0250, 21.3970], [29.1230, 1.6120, 21.1490], [22.4070, 3.8280, 28.3780], [21.8690, 3.4040, 29.6340], [21.1520, 4.2200, 30.3580], [20.8820, 5.3980, 30.0810], [20.4870, 3.6140, 31.2630], [19.4400, 4.3080, 32.1110], [22.7920, 2.8980, 27.9040], [23.2730, 4.3770, 28.7080], [21.8450, 4.2350, 27.5910], [18.9230, 3.7130, 32.7580], [18.7410, 4.8860, 31.5070], [20.1020, 5.0290, 32.7250], [26.5920, 11.8490, 20.8780], [27.5400, 10.9280, 21.7370], [27.1540, 9.6750, 21.8080], [26.2730, 9.2260, 21.0390], [27.9110, 9.0500, 22.7000], [27.5760, 7.7610, 23.1430], [26.6590, 11.5020, 19.8310], [26.9080, 12.8340, 20.7750], [25.5130, 11.6180, 21.2210], [27.2070, 7.2140, 22.2950], [26.9330, 7.4430, 23.8540], [28.6540, 7.2520, 23.3560], [31.3200, 5.9910, 26.8010], [30.2120, 6.2220, 27.5580], [28.9330, 6.3340, 27.0430], [28.6710, 6.1790, 25.9040], [27.9350, 6.6010, 27.9280], [26.5680, 6.2260, 27.6540], [31.4590, 6.9170, 26.3890], [31.3730, 5.3150, 25.9600], [32.2060, 5.9410, 27.2490], [26.3840, 5.0630, 27.4620], [26.2380, 6.6490, 26.6960], [25.9030, 6.4800, 28.2810], [23.4990, 9.3020, 22.9590], [23.1960, 10.4190, 23.9370], [22.3250, 11.3680, 23.4650], [21.7030, 11.4160, 22.5400], [22.1870, 12.3360, 24.4110], [21.5430, 13.6170, 24.2000], [24.2110, 8.5610, 23.2900], [23.7720, 9.6510, 21.8150], [22.6890, 8.6130, 23.0240], [20.4710, 13.5780, 24.1260], [21.6430, 14.1900, 23.1930], [21.8430, 14.1160, 25.0960], [22.5800, 6.0870, 24.7620], [23.3880, 5.1410, 25.3670], [24.6190, 4.7270, 24.8070], [25.1490, 5.2320, 23.8100], [25.1790, 3.6380, 25.4030], [26.5420, 3.3340, 24.9810], [22.4850, 5.9790, 23.6650], [23.0000, 6.9700, 25.0650], [21.6350, 5.8680, 25.1330], [26.9600, 2.4850, 25.3450], [26.9950, 4.2180, 25.3300], [26.5500, 3.4120, 23.9730], [25.1420, 10.7120, 26.4600], [23.8770, 10.4230, 27.1580], [23.7020, 9.0510, 27.4210], [24.2470, 8.2720, 26.6970], [22.7700, 8.6540, 28.3010], [22.7640, 7.2970, 28.7360], [24.8770, 11.4530, 25.7620], [25.6690, 10.0460, 25.7190], [25.6560, 11.1820, 27.2620], [22.1550, 7.3250, 29.7280], [23.7390, 6.9700, 28.6990], [22.0660, 6.7470, 28.2020], [31.9870, 6.9560, 19.3130], [31.6000, 6.7630, 20.6260], [30.5510, 5.8880, 20.7620], [30.0000, 5.1650, 19.9100], [30.0280, 5.7860, 22.0670], [29.1090, 4.7700, 22.5010], [32.7750, 7.6330, 19.3620], [31.2580, 7.2490, 18.6340], [32.5050, 5.9730, 19.0050], [28.2590, 4.7950, 21.9580], [29.1080, 4.9810, 23.5960], [29.4780, 3.7600, 22.1340], [18.8580, 5.9630, 26.7460], [17.8080, 6.4790, 25.9640], [18.0340, 7.1640, 24.8090], [18.9110, 6.9680, 24.0040], [17.0170, 7.9700, 24.5230], [17.0820, 8.8630, 23.4260], [19.0480, 4.9130, 26.6100], [18.5230, 5.8690, 27.7990], [19.7720, 6.6000, 26.8740], [17.9790, 9.5430, 23.7520], [16.2140, 9.3680, 23.4070], [17.2640, 8.2030, 22.5140], [20.2010, 2.6620, 18.3480], [20.5710, 3.4790, 19.5510], [20.1730, 3.1790, 20.7700], [19.4410, 2.2300, 20.9330], [20.6350, 3.9680, 21.6640], [20.3840, 3.7840, 23.0420], [20.4880, 3.3000, 17.4530], [19.1770, 2.6010, 18.3100], [20.5540, 1.7720, 18.2770], [19.3150, 3.5530, 23.3520], [20.6630, 4.4990, 23.6500], [20.6130, 2.7970, 23.4820]],
  "forces_ev_per_a": [[-0.3, 0.2, 0.0], [1.9, 1.1, -1.7], [-0.4, -0.1, 0.7], [-0.2, 1.1, 2.2], [-1.9, -1.3, -1.4], [-0.5, 2.4, -1.4], [0.4, -0.7, -1.3], [1.3, -1.7, 0.9], [0.1, 2.1, 0.1], [0.1, 0.6, 1.8], [0.2, -0.6, 0.6], [-0.8, -3.0, -0.5], [2.6, -2.0, 0.9], [-0.4, -1.2, -0.1], [-2.6, 3.9, -2.2], [1.3, -1.0, 0.0], [-2.1, -2.6, 3.2], [4.4, 3.7, -1.6], [-0.1, 0.4, 0.6], [0.3, 0.8, -0.9], [-1.5, 1.2, -0.2], [-0.8, -2.5, 1.2], [0.4, -0.1, -0.3], [-1.5, -0.9, -0.9], [-1.1, -4.7, 0.0], [-1.0, 3.1, -0.9], [-2.3, -0.8, -2.8], [1.9, 0.2, 2.5], [-0.8, 1.2, 1.0], [5.5, -2.9, -3.4], [-0.1, -0.4, 0.6], [0.8, 1.7, 1.3], [1.9, 0.8, -0.4], [-0.1, -0.3, -0.8], [-2.3, 0.8, 3.2], [-2.7, 1.3, -0.2], [-1.5, 0.7, -3.8], [-4.3, -0.5, 3.2], [0.1, -0.5, 0.8], [0.2, -0.5, -2.4], [1.3, -0.2, 1.8], [4.2, -4.4, -7.5], [0.7, 2.5, -2.2], [-1.1, -0.8, 0.1], [3.0, -1.1, 3.4], [1.0, 2.1, 0.7], [0.3, 0.2, 0.2], [-3.8, 2.4, 5.5], [-0.3, 1.4, -1.9], [0.5, -0.5, -1.7], [3.6, 0.5, 7.7], [-4.3, -0.7, -8.5], [1.2, 0.2, 0.8], [-0.3, -0.2, -2.1], [1.4, 1.0, 0.8], [-0.9, -0.7, 3.3], [-1.5, 0.1, -0.8], [-0.8, -0.8, 0.8], [1.3, -1.1, 1.6], [0.1, 0.9, 0.1], [0.4, -1.0, -2.5], [4.0, -4.1, 0.5], [0.2, 0.7, -2.1], [-1.6, -0.3, 2.2], [-2.2, 0.3, 0.8], [-2.0, 3.6, 1.0], [0.5, 0.1, 0.4], [0.3, 2.9, 0.3], [-1.8, 0.2, 0.9], [0.4, -2.7, 1.4], [1.7, 0.7, 0.4], [0.2, -0.3, -3.3], [-0.8, 0.1, -0.6], [-0.5, -3.0, 1.1], [-0.7, 1.1, -1.8], [1.1, -1.4, -0.1], [0.4, 2.9, -0.1], [-2.8, 2.1, 2.5], [-0.7, 1.4, -0.6], [-0.7, -0.5, 1.9], [1.5, 0.0, 0.2], [2.0, 0.0, -1.2], [1.9, -1.3, 0.4], [-0.8, -1.2, -1.8], [2.6, -3.5, -0.6], [-3.3, -1.4, 2.3], [-3.1, -2.9, 0.5], [2.3, 2.3, 1.2], [2.8, 2.1, -1.5], [3.9, -1.2, 0.2], [1.2, 1.5, 0.0], [-1.6, 0.4, -1.0], [-1.0, 1.4, -0.2], [-3.4, 0.9, -1.1], [-0.6, -0.8, -0.9], [0.2, 0.9, 1.2], [0.8, 0.2, 2.2], [-0.4, 1.3, -0.6], [-0.2, -0.8, -1.4], [0.8, -0.1, 0.9], [-1.2, -0.8, 2.5], [5.7, -2.0, 0.0], [0.5, -0.4, -1.2], [-0.5, 0.7, -0.5], [-0.7, -0.5, -0.9], [-1.6, -0.9, -1.6], [-3.0, 1.7, -0.1], [0.0, 1.5, 0.8], [-0.7, 7.6, 0.5], [1.5, 0.7, -1.9], [-2.0, -3.2, -1.9], [-0.3, -0.3, 1.1], [1.5, 2.2, 1.5], [-4.2, -5.9, -0.9], [0.1, -0.7, 1.4], [-2.6, -0.2, 0.2], [3.0, -5.6, 0.3], [0.3, 1.3, -1.4], [2.0, 4.0, 2.1], [1.6, 0.1, -0.9]]
}

***

# 2
{
  "formula": "C30H61BBr2ClF3NO14PS",
  "method": "ωB97M-V/def2-TZVPD",
  "smiles": "CC[C@H](C)[C@@H]1OS(=O)(=O)[C@](Cl)(CB(O)O)[C@@](CCCCO)(CC[C@](F)(Br)C(F)(F)Br)[C@@]1(N=C=O)P(=O)(O)O.CC(C)O.CC(C)O.CC(C)O.CC(C)O",
  "total_charge": 0,
  "species": ["C", "C", "C", "C", "C", "O", "S", "O", "O", "C", "Cl", "C", "B", "O", "O", "C", "C", "C", "C", "C", "O", "C", "C", "C", "F", "Br", "C", "F", "F", "Br", "C", "N", "C", "O", "P", "O", "O", "O", "H", "H", "H", "H", "H", "H", "H", "H", "H", "H", "H", "H", "H", "H", "H", "H", "H", "H", "H", "H", "H", "H", "H", "H", "H", "H", "H", "H", "H", "C", "C", "C", "O", "H", "H", "H", "H", "H", "H", "H", "H", "C", "C", "C", "O", "H", "H", "H", "H", "H", "H", "H", "H", "C", "C", "C", "O", "H", "H", "H", "H", "H", "H", "H", "H", "C", "C", "C", "O", "H", "H", "H", "H", "H", "H", "H", "H"],
  "positions_angstrom": [[-5.1502, 2.4215, 5.9235], [-4.1378, 1.6855, 5.0243], [-2.9234, 2.5543, 4.6657], [-3.3639, 3.6364, 3.6565], [-1.7785, 1.7835, 3.9884], [-2.3987, 0.9495, 2.9967], [-1.5052, 0.6960, 1.7116], [-1.7347, 1.7877, 0.8178], [-1.7631, -0.6488, 1.3038], [0.2640, 0.7935, 2.3666], [0.7791, 2.4711, 1.9395], [1.0170, -0.1569, 1.4277], [1.1826, 0.3263, -0.0861], [0.1817, 0.2538, -1.0398], [2.4110, 0.8022, -0.4357], [0.4727, 0.5058, 3.9466], [0.8679, -0.9888, 4.0970], [1.2246, -1.5418, 5.4734], [1.6954, -3.0002, 5.3486], [2.4759, -3.4762, 6.5708], [3.3895, -4.5085, 6.1996], [1.6553, 1.3557, 4.4714], [3.0156, 1.1203, 3.8052], [4.0989, 2.0657, 4.3199], [3.7259, 3.3620, 4.2067], [5.6646, 1.8081, 3.1576], [4.5645, 1.8078, 5.7805], [4.5324, 0.4903, 6.0179], [5.8052, 2.2163, 5.9956], [3.4484, 2.7258, 7.0618], [-0.8586, 0.8173, 4.8059], [-1.5929, -0.4672, 4.9240], [-1.9973, -1.0107, 5.9181], [-2.3647, -1.5646, 6.8822], [-0.5598, 1.6306, 6.4446], [-0.0634, 2.9953, 6.2568], [-1.9153, 1.5258, 7.2897], [0.3968, 0.7110, 7.3298], [-5.1228, 3.5002, 5.7763], [-4.9189, 2.2536, 6.9794], [-6.1615, 2.0533, 5.7492], [-3.8661, 0.7571, 5.5381], [-4.6268, 1.3831, 4.0964], [-2.5592, 3.1134, 5.5281], [-3.7718, 3.1781, 2.7531], [-4.0863, 4.3225, 4.0946], [-2.5030, 4.2367, 3.3490], [-1.1573, 2.5393, 3.5090], [0.5379, -1.1382, 1.4410], [2.0344, -0.3033, 1.7891], [0.0311, -0.6732, -1.2668], [2.4593, 0.9656, -1.3903], [0.1206, -1.6294, 3.6205], [1.7736, -1.1398, 3.5122], [0.3898, -1.5312, 6.1718], [2.0351, -0.9650, 5.9281], [0.8108, -3.6319, 5.2234], [2.3133, -3.1351, 4.4558], [1.7895, -3.8782, 7.3227], [3.0178, -2.6315, 7.0104], [4.2460, -4.3258, 6.5905], [1.4180, 2.4175, 4.4499], [1.7893, 1.1226, 5.5285], [2.9985, 1.2675, 2.7288], [3.3881, 0.1118, 3.9936], [-2.6761, 1.1067, 6.8699], [-0.0932, 0.1335, 7.9295], [0.2296, 3.0931, -5.0511], [0.5823, 2.3942, -3.7470], [0.0015, 3.0940, -2.5340], [2.0015, 2.2616, -3.6108], [0.6334, 4.1092, -5.0572], [0.6554, 2.5603, -5.9027], [-0.8518, 3.1575, -5.1832], [0.2122, 1.3661, -3.7688], [0.3873, 4.1140, -2.4399], [0.2886, 2.5429, -1.6428], [-1.0871, 3.1451, -2.5744], [2.3740, 3.1496, -3.5722], [-2.6552, -0.2856, -6.7062], [-2.2078, -1.0865, -5.4962], [-2.7639, -0.5208, -4.1987], [-0.7787, -1.1431, -5.4440], [-2.3003, 0.7467, -6.6313], [-2.2427, -0.7080, -7.6226], [-3.7422, -0.2668, -6.7926], [-2.5274, -2.1242, -5.6077], [-2.4116, 0.5044, -4.0514], [-2.4323, -1.1108, -3.3437], [-3.8543, -0.5080, -4.2084], [-0.4489, -0.2424, -5.3416], [2.4749, -3.1115, -5.3729], [2.2483, -3.1191, -3.8688], [1.7228, -4.4637, -3.3892], [1.3578, -2.0699, -3.4991], [1.5314, -3.2895, -5.8955], [2.8555, -2.1422, -5.6952], [3.1866, -3.8834, -5.6700], [3.1855, -2.8921, -3.3572], [0.7619, -4.6817, -3.8635], [1.5690, -4.4527, -2.3097], [2.4150, -5.2707, -3.6334], [0.5123, -2.2228, -3.9443], [-0.0085, -2.0752, -9.6645], [-1.2717, -2.0282, -10.5114], [-1.0097, -2.4734, -11.9415], [-1.8453, -0.7212, -10.4884], [0.7459, -1.3985, -10.0761], [-0.2164, -1.7612, -8.6410], [0.4139, -3.0806, -9.6395], [-2.0306, -2.6733, -10.0649], [-0.2831, -1.8079, -12.4160], [-1.9281, -2.4389, -12.5274], [-0.6130, -3.4889, -11.9739], [-1.2078, -0.1106, -10.8743]],
  "forces_ev_per_a": [[0.3, -0.2, 0.2], [-0.3, 0.3, 0.3], [-0.4, 0.3, -0.6], [0.3, -0.1, 0.0], [-0.2, 0.0, 0.5], [0.3, 0.0, -0.2], [-0.1, 0.2, -0.2], [0.1, -0.3, 0.1], [0.0, 0.1, 0.2], [-0.3, 0.0, -0.1], [0.0, 0.1, 0.1], [0.4, -0.2, -0.1], [0.2, 0.3, -0.2], [0.4, -0.5, 0.0], [-0.2, -0.1, 0.0], [0.1, -0.3, 0.0], [0.0, -0.1, -0.2], [0.2, -0.3, 0.1], [-0.3, 0.1, 0.0], [0.1, 0.0, -0.1], [-0.1, 0.0, -0.1], [0.1, 0.2, 0.2], [0.1, 0.0, 0.2], [0.2, -0.3, -0.3], [0.0, 0.1, -0.1], [-0.1, 0.0, 0.1], [-0.4, 0.3, -0.1], [0.0, -0.4, 0.1], [0.6, 0.2, 0.0], [-0.2, 0.0, 0.1], [-0.1, -0.4, -0.7], [-0.1, 0.5, 0.6], [0.3, -0.1, 0.3], [-0.1, -0.1, -0.4], [0.3, 0.6, 0.2], [-0.2, -0.3, 0.0], [0.1, -0.3, -0.1], [-0.1, 0.0, -0.1], [-0.1, 0.0, -0.1], [0.0, 0.0, 0.0], [0.0, 0.1, 0.0], [0.0, -0.1, -0.2], [0.1, -0.1, 0.0], [0.2, -0.3, 0.1], [-0.1, 0.1, 0.1], [-0.1, -0.1, -0.1], [0.0, 0.0, 0.1], [0.2, -0.1, 0.1], [0.0, 0.1, 0.1], [-0.1, 0.1, 0.0], [-0.4, 0.1, -0.1], [0.0, 0.2, 0.0], [-0.1, 0.1, 0.1], [-0.1, 0.0, 0.0], [0.0, 0.2, 0.0], [-0.1, 0.1, 0.0], [0.1, -0.1, -0.2], [0.1, 0.1, 0.1], [0.0, 0.1, 0.1], [0.0, 0.0, 0.0], [0.0, 0.0, 0.0], [0.0, -0.1, -0.1], [-0.1, -0.1, -0.1], [-0.1, 0.1, 0.0], [-0.1, 0.0, -0.1], [-0.1, 0.2, 0.0], [0.0, 0.0, 0.1], [0.1, -0.1, 0.0], [-0.1, 0.2, 0.0], [0.1, 0.0, 0.1], [0.0, -0.1, 0.0], [0.0, 0.0, 0.0], [0.0, 0.0, 0.0], [0.0, 0.0, 0.0], [0.1, 0.0, 0.1], [0.0, 0.0, -0.1], [-0.1, 0.1, 0.1], [0.0, 0.0, 0.0], [0.0, 0.0, 0.0], [0.1, -0.1, -0.1], [-0.1, 0.3, 0.0], [0.1, -0.1, 0.0], [0.0, -0.2, 0.1], [0.0, 0.0, 0.1], [0.0, 0.0, 0.0], [0.0, 0.0, 0.0], [0.1, 0.0, 0.0], [0.0, 0.0, 0.0], [0.0, 0.0, 0.0], [0.0, 0.0, 0.0], [0.1, 0.0, 0.0], [0.0, 0.1, 0.0], [-0.1, -0.1, -0.1], [0.0, 0.0, 0.1], [-0.1, 0.0, 0.3], [0.0, 0.0, 0.0], [0.0, 0.0, 0.0], [0.0, 0.0, 0.0], [0.0, 0.0, 0.0], [0.0, 0.0, 0.0], [0.0, 0.0, 0.0], [0.0, 0.0, 0.0], [0.0, 0.2, -0.2], [-0.1, 0.1, 0.1], [0.2, 0.0, -0.1], [-0.1, 0.0, 0.0], [-0.1, 0.0, 0.1], [0.0, 0.0, 0.0], [0.0, 0.0, 0.0], [0.0, 0.0, 0.0], [0.0, 0.0, 0.0], [0.0, 0.0, 0.0], [0.0, 0.0, 0.0], [0.0, 0.0, 0.0], [0.0, 0.0, 0.0]]
}

***

Number 1: HOMO-LUMO gap 10.63 eV, DFT total energy -3435.82956 hartree, HOMO -10.2376 eV. Number 2: HOMO-LUMO gap 10.35 eV, DFT total energy -8960.20330 hartree, HOMO -10.0612 eV.